[1]
{"formula": "C32H73N5PtSSbSi2", "method": "ωB97M-V/def2-TZVPD", "species": ["Pt", "C", "C", "N", "C", "C", "S", "C", "C", "N", "H", "H", "H", "H", "H", "H", "H", "H", "H", "H", "H", "H", "H", "H", "C", "C", "N", "C", "N", "C", "C", "C", "N", "C", "H", "H", "H", "H", "H", "H", "H", "H", "H", "H", "H", "H", "H", "C", "C", "C", "C", "Sb", "C", "C", "C", "C", "C", "C", "C", "C", "H", "H", "H", "H", "H", "H", "H", "H", "H", "H", "H", "H", "H", "H", "H", "H", "H", "H", "H", "H", "H", "H", "H", "H", "H", "H", "H", "C", "Si", "C", "C", "C", "Si", "C", "C", "C", "H", "H", "H", "H", "H", "H", "H", "H", "H", "H", "H", "H", "H", "H", "H", "H", "H", "H", "H"], "coordinates": [[0.341, -0.239, 0.576], [0.954, -2.645, 2.315], [1.459, -3.346, 1.059], [1.533, -2.388, -0.050], [1.027, -2.893, -1.325], [-0.502, -2.984, -1.402], [-1.390, -1.470, -0.893], [-2.294, -2.016, 0.595], [-1.420, -2.649, 1.658], [-0.239, -1.824, 2.001], [0.730, -3.387, 3.087], [1.727, -1.973, 2.694], [2.427, -3.799, 1.274], [0.786, -4.159, 0.787], [2.494, -2.098, -0.186], [1.384, -2.218, -2.104], [1.421, -3.894, -1.537], [-0.772, -3.149, -2.444], [-0.899, -3.810, -0.815], [-2.776, -1.109, 0.960], [-3.067, -2.719, 0.282], [-2.029, -2.836, 2.545], [-1.079, -3.620, 1.307], [-0.459, -1.271, 2.826], [4.185, 3.371, 1.561], [4.066, 1.863, 1.661], [2.745, 1.487, 1.173], [2.079, 2.125, 0.183], [0.923, 1.580, -0.237], [0.242, 2.187, -1.358], [0.418, 3.695, -1.384], [1.894, 4.033, -1.340], [2.565, 3.284, -0.283], [3.884, 3.774, 0.129], [5.187, 3.694, 1.834], [3.469, 3.842, 2.237], [4.163, 1.528, 2.693], [4.850, 1.382, 1.068], [2.384, 0.565, 1.388], [-0.813, 1.917, -1.301], [0.641, 1.748, -2.314], [-0.084, 4.144, -0.526], [-0.026, 4.109, -2.289], [2.031, 5.095, -1.137], [2.367, 3.816, -2.302], [3.892, 4.858, 0.029], [4.648, 3.369, -0.543], [-3.714, 1.559, 5.288], [-2.827, 0.629, 4.480], [-1.712, 0.045, 5.332], [-3.644, -0.469, 3.823], [-1.832, 1.804, 2.765], [-0.354, 3.308, 3.700], [-1.022, 3.954, 4.898], [0.845, 2.464, 4.093], [0.017, 4.332, 2.647], [-3.464, 2.642, 1.348], [-4.628, 3.092, 2.204], [-2.849, 3.793, 0.579], [-3.822, 1.491, 0.427], [-4.061, 1.016, 6.172], [-4.597, 1.870, 4.735], [-3.188, 2.443, 5.642], [-2.136, -0.712, 5.998], [-1.246, 0.802, 5.962], [-0.936, -0.442, 4.734], [-4.133, -1.060, 4.602], [-3.017, -1.145, 3.238], [-4.431, -0.072, 3.182], [-1.168, 3.249, 5.715], [-1.976, 4.417, 4.643], [-0.377, 4.754, 5.277], [0.578, 1.688, 4.811], [1.595, 3.103, 4.569], [1.298, 1.998, 3.216], [-0.829, 4.955, 2.362], [0.434, 3.857, 1.756], [0.781, 4.998, 3.061], [-4.330, 3.827, 2.952], [-5.123, 2.256, 2.698], [-5.375, 3.573, 1.564], [-2.591, 4.628, 1.228], [-3.580, 4.163, -0.146], [-1.966, 3.474, 0.024], [-4.293, 0.670, 0.969], [-2.944, 1.117, -0.106], [-4.542, 1.841, -0.318], [-0.227, 2.716, -5.203], [-0.337, 0.860, -4.875], [-2.012, 0.419, -4.085], [-0.058, -0.125, -6.457], [0.921, 0.398, -3.523], [2.804, 0.350, -3.791], [3.511, 2.064, -4.143], [3.304, -0.828, -5.176], [3.489, -0.260, -2.109], [-0.670, 2.947, -6.171], [0.806, 3.061, -5.230], [-0.755, 3.295, -4.446], [-2.798, 0.857, -4.702], [-2.104, 0.813, -3.074], [-2.175, -0.658, -4.057], [-0.962, -0.125, -7.067], [0.213, -1.162, -6.261], [0.740, 0.328, -7.046], [0.518, -0.086, -2.633], [2.830, 2.686, -4.723], [4.424, 1.959, -4.730], [3.766, 2.602, -3.232], [3.040, -0.410, -6.147], [2.840, -1.810, -5.094], [4.386, -0.962, -5.157], [2.768, -0.130, -1.304], [4.386, 0.312, -1.872], [3.783, -1.309, -2.165]], "total_charge": 3, "molar_mass_da": 933.0, "de_lowest_kj_mol": 0.0, "largest_force_ev_per_a": 2.55, "e_homo_ev": [-14.75, -14.78]}

---

[2]
{"formula": "C32H74FN3OPS", "method": "ωB97M-V/def2-TZVPD", "species": ["C", "C", "N", "P", "C", "C", "F", "C", "C", "S", "C", "N", "N", "C", "O", "H", "H", "H", "H", "H", "H", "H", "H", "H", "H", "H", "H", "H", "H", "H", "H", "H", "H", "C", "C", "C", "C", "C", "C", "H", "H", "H", "H", "H", "H", "H", "H", "H", "H", "H", "H", "H", "H", "C", "C", "C", "C", "C", "C", "H", "H", "H", "H", "H", "H", "H", "H", "H", "H", "H", "H", "H", "H", "C", "C", "C", "C", "C", "C", "H", "H", "H", "H", "H", "H", "H", "H", "H", "H", "H", "H", "H", "H", "C", "C", "C", "C", "C", "C", "H", "H", "H", "H", "H", "H", "H", "H", "H", "H", "H", "H", "H", "H"], "coordinates": [[-1.179, 3.692, 4.347], [-2.723, 4.177, 4.253], [-2.801, 5.644, 4.462], [-2.981, 6.597, 2.958], [-3.388, 8.162, 4.001], [-4.982, 8.413, 3.987], [-5.434, 8.702, 2.628], [-1.095, 7.031, 2.844], [-0.513, 6.226, 1.594], [1.343, 6.490, 1.345], [1.796, 4.994, 0.335], [2.989, 4.216, 0.308], [2.661, 3.235, -0.614], [1.343, 3.408, -1.108], [0.745, 4.563, -0.504], [-0.514, 4.478, 4.866], [-1.157, 2.775, 5.053], [-0.708, 3.422, 3.346], [-3.245, 3.694, 5.171], [-3.280, 3.786, 3.342], [-2.081, 6.001, 5.099], [-2.731, 5.472, 2.082], [-4.396, 6.261, 2.908], [-3.157, 7.411, 1.749], [-2.806, 9.078, 3.650], [-3.094, 7.961, 5.091], [-5.542, 7.499, 4.371], [-5.210, 9.282, 4.691], [-1.039, 8.161, 2.594], [-0.517, 6.896, 3.818], [-0.600, 5.106, 1.863], [-1.109, 6.428, 0.645], [0.723, 2.809, -1.841], [-2.160, 2.520, -1.017], [-1.798, 1.126, -1.512], [-1.731, 1.027, -3.038], [-3.047, 1.310, -3.768], [-4.219, 0.414, -3.362], [-3.980, -1.059, -3.666], [-3.149, 2.829, -1.360], [-2.166, 2.542, 0.075], [-1.430, 3.256, -1.365], [-2.509, 0.398, -1.112], [-0.819, 0.854, -1.104], [-1.369, 0.030, -3.310], [-0.974, 1.731, -3.406], [-2.875, 1.203, -4.845], [-3.334, 2.355, -3.614], [-5.110, 0.742, -3.907], [-4.447, 0.538, -2.299], [-3.796, -1.211, -4.734], [-4.858, -1.649, -3.388], [-3.127, -1.454, -3.109], [3.721, -3.578, -6.208], [3.796, -2.063, -6.087], [3.216, -1.534, -4.774], [1.725, -1.812, -4.563], [0.801, -1.268, -5.654], [0.842, 0.249, -5.771], [2.688, -3.935, -6.195], [4.172, -3.905, -7.149], [4.262, -4.060, -5.388], [3.294, -1.600, -6.942], [4.846, -1.760, -6.149], [3.398, -0.455, -4.719], [3.772, -1.974, -3.938], [1.427, -1.383, -3.599], [1.563, -2.892, -4.472], [-0.225, -1.572, -5.423], [1.043, -1.719, -6.622], [0.557, 0.719, -4.826], [0.141, 0.587, -6.540], [1.836, 0.608, -6.049], [4.248, -9.251, -1.427], [5.107, -8.784, -2.594], [4.788, -7.357, -3.044], [3.365, -7.142, -3.570], [2.969, -8.031, -4.751], [3.820, -7.793, -5.991], [3.187, -9.270, -1.686], [4.534, -10.262, -1.129], [4.379, -8.594, -0.562], [5.002, -9.482, -3.430], [6.159, -8.825, -2.292], [5.510, -7.061, -3.813], [4.952, -6.675, -2.202], [3.261, -6.092, -3.865], [2.648, -7.297, -2.757], [1.923, -7.826, -5.002], [3.015, -9.087, -4.470], [3.750, -6.751, -6.317], [3.474, -8.427, -6.812], [4.871, -8.029, -5.812], [-0.194, -2.727, 6.120], [-0.862, -2.305, 7.421], [-1.885, -1.181, 7.236], [-1.314, 0.139, 6.711], [-0.200, 0.750, 7.563], [-0.656, 1.123, 8.967], [0.369, -1.907, 5.668], [0.504, -3.548, 6.302], [-0.938, -3.072, 5.396], [-0.099, -2.012, 8.148], [-1.375, -3.173, 7.848], [-2.390, -1.006, 8.192], [-2.664, -1.521, 6.544], [-2.134, 0.861, 6.627], [-0.938, -0.005, 5.692], [0.162, 1.655, 7.062], [0.656, 0.070, 7.622], [-1.481, 1.839, 8.930], [0.167, 1.584, 9.520], [-0.984, 0.247, 9.532]], "total_charge": -1, "molar_mass_da": 599.0, "de_lowest_kj_mol": 0.0, "largest_force_ev_per_a": 6.40, "e_homo_ev": -4.09}